Record 1
The following is a quantum chemistry calculation of a cluster of 9 separate species, C59H70B3F2IN8O5Si in total at a distorted geometry, from OMol25.

Structure (XYZ):
```
149
Properties=species:S:1:pos:R:3:lowdin_charge:R:1
C 7.804 -5.742 1.251 0.022
C 6.839 -4.615 1.119 -0.549
O 6.231 -4.194 2.043 0.118
O 6.678 -4.081 -0.125 -0.025
C 5.552 -4.673 -0.797 -0.193
C 5.527 -4.160 -2.212 -0.153
C 5.105 -2.682 -2.379 -0.173
C 4.468 -2.035 -1.152 -0.187
C 3.619 -0.792 -1.527 -0.187
C 4.016 0.438 -0.698 -0.051
B 3.672 0.208 0.810 -0.515
O 4.504 0.698 1.825 0.216
B 4.678 -0.281 2.784 -1.047
I 6.667 -0.809 3.346 1.029
O 3.569 -0.915 3.271 0.261
B 2.762 -1.382 2.251 -0.435
C 2.115 -2.842 2.338 -0.392
F 2.372 -3.575 1.210 0.073
F 2.749 -3.513 3.363 0.079
C 0.630 -2.824 2.646 -0.131
C -0.096 -4.107 2.194 -0.205
Si -0.920 -4.025 0.494 0.593
C -2.421 -5.164 0.590 -0.178
C 0.173 -4.743 -0.852 -0.162
C -1.551 -2.316 0.035 -0.232
C -2.922 -2.120 -0.215 -0.089
C -3.421 -0.860 -0.554 -0.083
C -2.580 0.239 -0.655 -0.082
C -1.208 0.064 -0.443 -0.074
C -0.721 -1.196 -0.105 -0.104
O 2.566 -0.560 1.166 0.310
H 7.478 -6.335 2.097 0.088
H 8.819 -5.409 1.452 0.082
H 7.836 -6.391 0.381 0.086
H 4.632 -4.502 -0.244 0.111
H 5.702 -5.757 -0.828 0.127
H 4.940 -4.819 -2.844 0.112
H 6.549 -4.253 -2.576 0.113
H 5.943 -2.064 -2.689 0.115
H 4.375 -2.629 -3.184 0.105
H 5.233 -1.694 -0.456 0.120
H 3.803 -2.724 -0.645 0.092
H 3.783 -0.554 -2.577 0.106
H 2.563 -1.020 -1.413 0.105
H 3.449 1.291 -1.076 0.119
H 5.076 0.642 -0.822 0.120
H 0.577 -2.768 3.730 0.128
H 0.159 -1.916 2.275 0.102
H -0.885 -4.293 2.917 0.078
H 0.607 -4.935 2.205 0.084
H -3.114 -4.732 1.313 0.030
H -2.933 -5.221 -0.365 0.003
H -2.126 -6.148 0.945 0.033
H 0.451 -5.748 -0.530 0.033
H -0.389 -4.856 -1.774 0.017
H 1.098 -4.192 -1.003 0.013
H -3.634 -2.928 -0.153 0.085
H -4.479 -0.738 -0.728 0.087
H -2.979 1.212 -0.893 0.075
H -0.531 0.900 -0.519 0.096
H 0.345 -1.303 0.068 0.082
C 10.241 2.380 3.935 -0.077
C 11.030 3.516 4.013 -0.072
C 10.480 4.725 3.615 -0.165
N 9.237 4.858 3.158 0.054
C 8.493 3.756 3.088 -0.149
C 8.944 2.499 3.464 -0.078
H 10.631 1.416 4.237 0.105
H 12.049 3.470 4.373 0.101
H 11.058 5.639 3.666 0.082
H 7.485 3.891 2.711 0.104
H 8.292 1.637 3.387 0.009
C -7.508 4.037 -0.608 -0.089
C -6.173 4.397 -0.707 -0.067
C -5.226 3.394 -0.848 -0.158
N -5.524 2.097 -0.892 0.055
C -6.811 1.766 -0.796 -0.152
C -7.836 2.691 -0.655 -0.089
H -8.278 4.787 -0.501 0.075
H -5.870 5.436 -0.676 0.101
H -4.171 3.637 -0.930 0.099
H -7.028 0.704 -0.832 0.104
H -8.864 2.361 -0.581 0.095
C -11.488 6.620 -4.004 -0.086
C -10.503 5.667 -4.202 -0.074
C -9.731 5.284 -3.115 -0.145
N -9.882 5.786 -1.891 0.048
C -10.832 6.703 -1.718 -0.149
C -11.660 7.152 -2.736 -0.071
H -12.112 6.942 -4.827 0.106
H -10.339 5.228 -5.176 0.105
H -8.950 4.538 -3.223 0.103
H -10.931 7.094 -0.711 0.104
H -12.418 7.898 -2.538 0.101
C -10.635 1.466 4.327 -0.083
C -11.485 0.694 3.551 -0.076
C -11.124 0.435 2.238 -0.157
N -10.005 0.888 1.677 0.056
C -9.200 1.629 2.436 -0.152
C -9.466 1.945 3.760 -0.068
H -10.881 1.690 5.358 0.104
H -12.409 0.301 3.953 0.099
H -11.760 -0.167 1.598 0.102
H -8.297 1.984 1.951 0.090
H -8.774 2.550 4.328 0.102
C -16.223 4.032 -5.575 -0.082
C -15.925 4.387 -6.880 -0.075
C -14.592 4.502 -7.244 -0.158
N -13.578 4.291 -6.407 0.053
C -13.882 3.951 -5.156 -0.161
C -15.181 3.808 -4.691 -0.071
H -17.251 3.932 -5.252 0.105
H -16.708 4.572 -7.603 0.100
H -14.316 4.775 -8.257 0.102
H -13.035 3.789 -4.498 0.098
H -15.367 3.529 -3.663 0.102
C 11.331 -5.383 5.228 -0.080
C 10.623 -6.501 4.818 -0.072
C 10.755 -6.917 3.502 -0.167
N 11.521 -6.299 2.605 0.050
C 12.193 -5.225 3.014 -0.158
C 12.135 -4.730 4.308 -0.074
H 11.256 -5.026 6.247 0.105
H 9.982 -7.040 5.502 0.101
H 10.221 -7.788 3.139 0.103
H 12.807 -4.741 2.263 0.102
H 12.705 -3.853 4.585 0.100
C 12.471 8.905 1.788 -0.078
C 13.724 9.435 1.524 -0.077
C 14.788 8.561 1.360 -0.160
N 14.676 7.238 1.444 0.051
C 13.466 6.745 1.699 -0.156
C 12.337 7.529 1.878 -0.077
H 11.614 9.552 1.922 0.106
H 13.875 10.503 1.446 0.099
H 15.784 8.936 1.150 0.101
H 13.403 5.663 1.763 0.101
H 11.377 7.075 2.078 0.083
C -5.276 -5.940 -4.579 -0.082
C -4.583 -6.799 -3.741 -0.073
C -3.477 -6.307 -3.064 -0.161
N -3.040 -5.055 -3.176 0.059
C -3.716 -4.242 -3.985 -0.149
C -4.836 -4.632 -4.704 -0.073
H -6.146 -6.283 -5.124 0.104
H -4.891 -7.827 -3.613 0.100
H -2.909 -6.945 -2.395 0.103
H -3.336 -3.228 -4.056 0.106
H -5.347 -3.927 -5.345 0.101
```

SMILES ... CC(=O)OCCCCCCB1OB(I)OB(C(F)(F)CC[Si](C)(C)c2ccccc2)O1.c1ccncc1.c1ccncc1.c1ccncc1.c1ccncc1.c1ccncc1.c1ccncc1.c1ccncc1.c1ccncc1
Charge ... 0
Frontier orbital gap ... 0.3406 Ha
LUMO ... 0.0156 hartree


Record 2
The following is a quantum chemistry calculation of a structure of composition C59H80F3Ge2N3PRbS, from OMol25.

Structure (XYZ):
```
150
Properties=species:S:1:pos:R:3:lowdin_charge:R:1
Rb -0.564 0.268 -0.754 0.286
C -1.922 0.813 3.859 -0.217
C -2.727 1.576 2.802 -0.403
Ge -1.535 2.746 1.630 0.787
C -2.907 3.944 0.787 -0.423
C -2.297 5.222 0.206 -0.211
C -0.869 3.968 3.057 -0.298
C 0.452 4.193 3.141 -0.383
Ge 1.417 3.127 1.730 0.908
C 2.465 4.477 0.657 -0.377
C 3.836 4.921 1.177 -0.192
C 2.791 2.002 2.721 -0.402
C 2.231 1.480 4.048 -0.198
C 1.061 5.113 4.144 -0.223
C 0.325 6.130 4.765 -0.048
C 0.899 6.976 5.702 -0.110
C 2.239 6.839 6.051 -0.128
C 2.991 5.845 5.440 -0.100
C 2.410 5.003 4.500 -0.067
H -2.556 0.240 4.551 0.043
H -1.320 1.500 4.463 0.051
H -1.225 0.110 3.385 0.039
H -3.455 2.247 3.278 0.044
H -3.293 0.876 2.174 0.020
H -3.643 4.182 1.568 0.043
H -3.421 3.386 -0.001 0.030
H -1.712 5.762 0.959 0.047
H -3.063 5.907 -0.177 0.053
H -1.633 4.976 -0.627 0.031
H -1.563 4.438 3.771 0.054
H 1.793 5.334 0.550 0.052
H 2.573 4.049 -0.345 0.018
H 3.764 5.410 2.150 0.041
H 4.317 5.630 0.492 0.053
H 4.515 4.069 1.285 0.050
H 3.729 2.551 2.868 0.032
H 3.022 1.153 2.068 0.013
H 1.997 2.295 4.738 0.049
H 2.927 0.803 4.561 0.051
H 1.299 0.929 3.883 0.047
H -0.715 6.265 4.493 0.098
H 0.300 7.756 6.159 0.089
H 2.689 7.503 6.779 0.084
H 4.040 5.726 5.691 0.093
H 3.006 4.235 4.022 0.076
C 3.072 1.207 -1.115 -0.057
C 2.687 2.145 -2.232 -0.372
C 3.682 2.818 -2.976 -0.045
C 3.297 3.673 -3.963 -0.030
C 1.927 3.898 -4.219 -0.177
C 1.497 4.770 -5.243 -0.097
C 0.150 4.952 -5.424 -0.126
C -0.791 4.306 -4.610 -0.156
C -0.441 3.432 -3.572 -0.700
S -1.641 2.708 -2.577 0.447
C 0.987 3.208 -3.399 -0.226
N 1.408 2.330 -2.446 0.131
H 4.132 0.946 -1.159 0.079
H 2.483 0.289 -1.165 0.026
H 2.874 1.680 -0.148 0.028
H 4.730 2.648 -2.756 0.103
H 4.036 4.197 -4.562 0.105
H 2.230 5.279 -5.861 0.088
H -0.198 5.617 -6.210 0.087
H -1.849 4.483 -4.761 0.078
N -1.503 -1.878 0.979 0.141
C -2.387 -2.332 1.573 -0.275
N -3.390 -2.895 2.235 -0.097
C -3.340 -2.941 3.694 -0.131
C -2.594 -4.204 4.166 -0.162
C -2.658 -5.300 3.090 -0.194
C -4.006 -5.277 2.370 -0.172
C -4.174 -3.960 1.592 -0.126
H -4.373 -2.942 4.047 0.124
H -2.869 -2.032 4.059 0.105
H -3.044 -4.559 5.097 0.105
H -1.551 -3.961 4.380 0.098
H -2.480 -6.278 3.541 0.103
H -1.864 -5.137 2.357 0.113
H -4.811 -5.386 3.104 0.109
H -4.091 -6.116 1.679 0.107
H -5.220 -3.659 1.551 0.110
H -3.824 -4.057 0.566 0.131
F -8.167 -2.486 2.104 0.104
C -8.391 -1.914 0.890 -0.581
F -8.989 -0.734 1.162 0.121
F -9.316 -2.685 0.283 0.111
C -7.145 -1.766 0.095 -0.174
C -6.153 -0.896 0.545 -0.025
C -4.961 -0.784 -0.140 -0.026
C -4.703 -1.541 -1.305 -0.274
C -5.740 -2.373 -1.764 -0.037
C -6.934 -2.493 -1.071 -0.038
C -3.442 -1.466 -1.952 -0.252
C -2.307 -1.415 -2.444 -0.119
H -6.324 -0.306 1.440 0.122
H -4.195 -0.102 0.205 0.104
H -5.579 -2.933 -2.676 0.107
H -7.711 -3.151 -1.436 0.106
C 3.727 -0.864 -4.084 -0.101
C 3.484 -2.301 -3.599 -0.688
C 4.475 -2.614 -2.471 -0.108
C 3.735 -3.230 -4.787 -0.095
P 1.744 -2.258 -2.843 1.168
C 0.755 -1.871 -4.336 -0.372
C 0.362 -0.535 -4.430 -0.118
C -0.343 -0.062 -5.527 -0.053
C -0.681 -0.936 -6.550 -0.088
C -0.315 -2.275 -6.465 -0.095
C 0.400 -2.738 -5.368 -0.114
C 1.270 -4.003 -2.282 -0.689
C 1.842 -5.199 -3.044 -0.101
C 1.722 -4.105 -0.815 -0.125
C -0.261 -4.072 -2.293 -0.112
H 4.792 -0.732 -4.309 0.084
H 3.445 -0.122 -3.337 0.046
H 3.157 -0.651 -4.990 0.084
H 5.499 -2.406 -2.804 0.079
H 4.429 -3.664 -2.173 0.059
H 4.275 -1.999 -1.588 0.070
H 4.707 -2.978 -5.231 0.080
H 2.976 -3.099 -5.561 0.068
H 3.768 -4.281 -4.503 0.053
H 0.598 0.151 -3.623 0.066
H -0.655 0.976 -5.551 0.107
H -1.246 -0.581 -7.404 0.094
H -0.594 -2.965 -7.254 0.091
H 0.657 -3.790 -5.319 0.084
H 2.919 -5.300 -2.895 0.060
H 1.644 -5.152 -4.116 0.060
H 1.372 -6.113 -2.660 0.079
H 2.810 -4.086 -0.715 0.053
H 1.361 -5.050 -0.389 0.083
H 1.312 -3.289 -0.216 0.056
H -0.673 -4.048 -3.303 0.069
H -0.718 -3.236 -1.761 0.032
H -0.576 -5.006 -1.809 0.082
C 3.865 -2.976 2.367 -0.084
C 2.716 -2.136 2.929 -0.499
C 1.794 -2.982 3.815 -0.086
C 1.941 -1.477 1.846 0.049
H 4.421 -3.472 3.167 0.069
H 4.560 -2.351 1.802 0.074
H 3.477 -3.743 1.691 0.065
H 3.152 -1.357 3.568 0.117
H 1.278 -3.736 3.213 0.075
H 1.037 -2.354 4.292 0.072
H 2.360 -3.491 4.599 0.069
H 1.031 -0.948 2.109 0.045
H 2.484 -1.091 0.986 0.052
```

Charge ... -2
Relative energy (zero: lowest compared OMol25 entry of this formula, charge and spin) ... 75.0 kcal per mole
Frontier orbital gap (alpha / beta) ... 0.1796 / 0.1322 Ha
LUMO (alpha / beta) ... 0.1244 / 0.1236 hartree


Record 3
The following is a quantum chemistry calculation of a structure of composition C5BCaF19O15S5 at a distorted geometry, from OMol25.

Structure (XYZ):
```
46
Properties=species:S:1:pos:R:3:nbo_charge:R:1
Ca 7.905 -2.103 -9.203 1.804
B 10.081 -3.649 -8.859 1.258
F 10.132 -2.730 -7.813 -0.564
F 8.861 -4.113 -9.174 -0.557
F 10.291 -2.874 -9.888 -0.553
F 10.985 -4.579 -8.700 -0.546
C 3.848 0.808 -9.293 0.734
F 3.295 -0.271 -8.872 -0.300
F 3.642 0.896 -10.618 -0.338
F 3.242 1.971 -8.779 -0.370
S 5.725 0.702 -8.888 2.278
O 6.445 1.719 -9.664 -0.942
O 5.842 0.983 -7.452 -0.989
O 6.319 -0.623 -9.144 -1.041
C 11.702 0.464 -8.864 0.719
F 12.416 1.539 -9.192 -0.347
F 11.833 -0.404 -9.836 -0.313
F 11.935 -0.120 -7.733 -0.314
S 9.873 0.968 -8.599 2.302
O 9.189 -0.309 -8.533 -1.040
O 9.849 1.655 -7.327 -1.009
O 9.485 1.832 -9.777 -0.970
C 7.060 -4.409 -5.624 0.712
F 8.271 -4.478 -5.040 -0.341
F 7.233 -5.087 -6.837 -0.328
F 6.190 -5.127 -4.780 -0.371
S 6.493 -2.547 -5.871 2.325
O 7.117 -2.174 -7.149 -1.012
O 5.011 -2.688 -5.999 -0.999
O 6.840 -1.731 -4.733 -0.955
C 4.588 -5.414 -9.750 0.723
F 4.138 -6.414 -10.433 -0.344
F 3.549 -4.567 -9.550 -0.330
F 5.097 -6.004 -8.647 -0.324
S 5.863 -4.584 -10.936 2.321
O 6.771 -5.630 -11.437 -0.995
O 5.166 -3.962 -12.027 -0.967
O 6.542 -3.634 -10.046 -1.052
C 10.061 -0.347 -13.347 0.732
F 11.015 -0.297 -12.439 -0.326
F 10.095 0.738 -14.107 -0.339
F 10.284 -1.474 -14.028 -0.343
S 8.316 -0.406 -12.375 2.284
O 8.449 -1.292 -11.210 -1.039
O 7.978 0.993 -12.071 -0.922
O 7.426 -1.077 -13.348 -1.014
```

Charge ... -4
Relative energy (zero: lowest compared OMol25 entry of this formula, charge and spin) ... 85.9 kcal per mole
Frontier orbital gap ... 0.2529 Ha
LUMO ... 0.3030 hartree


Record 4
The following is a quantum chemistry calculation of the molecule C5H10 at a distorted geometry, from OMol25.

Structure (XYZ):
```
15
Properties=species:S:1:pos:R:3:nbo_charge:R:1
C -1.792 1.902 0.017 -0.642
C -1.292 0.522 -0.305 -0.181
C -0.104 0.069 0.057 -0.182
C 0.546 -1.273 -0.147 -0.439
C 2.048 -1.248 0.224 -0.602
H -1.506 2.667 -0.716 0.214
H -1.368 2.257 0.951 0.212
H -2.877 1.942 0.051 0.213
H -2.008 -0.089 -0.855 0.188
H 0.524 0.791 0.578 0.179
H 0.075 -2.018 0.480 0.213
H 0.463 -1.596 -1.182 0.209
H 2.547 -0.339 -0.098 0.205
H 2.493 -2.080 -0.315 0.206
H 2.251 -1.509 1.260 0.207
```

SMILES ... C/C=C/CC
Charge ... 0
Relative energy (zero: lowest compared OMol25 entry of this formula, charge and spin) ... 20.7 kcal per mole
Frontier orbital gap ... 0.3824 Ha
LUMO ... 0.0477 hartree